<A>
Below is C3H6N4 in the gas phase, with properties calculated with ωB97M-V with the def2-TZVPD basis set.

Positions of all 13 atoms, in Å:
C: 0.97187 1.03359 -1.01360
C: -2.06894 0.08851 0.25523
C: -0.13352 -0.66417 0.51614
H: 1.52176 1.62934 -0.26686
H: 1.66909 0.24644 -1.40512
H: 0.57126 1.62224 -1.81346
H: -3.15820 0.24149 0.39082
H: 1.72933 -0.92994 1.28842
H: 0.76350 -2.27187 1.19546
N: -0.13217 0.39576 -0.34249
N: -1.32850 0.89529 -0.48981
N: -1.38301 -0.89531 0.93872
N: 0.97751 -1.39137 0.74654

Results
Charge: 0
Highest occupied orbital energy: -8.79 eV
Orbital gap: 9.58 eV

***

<B>
Below is C3H6N4 in the gas phase, with properties calculated with ωB97M-V with the def2-TZVPD basis set.

Positions of all 13 atoms, in Å:
C: -1.35715 -1.06773 -0.20636
C: -1.20317 1.04235 0.15258
C: 0.05635 -0.78952 -0.16117
N: -2.09336 0.07548 -0.00949
N: 0.10698 0.57826 -0.00057
N: 1.14054 -1.57297 -0.20363
N: 1.21589 1.43450 0.02878
H: -1.83986 -2.00284 -0.35545
H: -1.36915 2.11017 0.47408
H: 2.05440 -1.32025 0.05650
H: 0.98998 -2.45963 -0.45465
H: 1.29901 1.62411 1.03186
H: 0.99953 2.34807 -0.35247

Results
Charge: 0
Highest occupied orbital energy: -7.28 eV
Orbital gap: 8.08 eV

***

<C>
Below is C3H6N4 in the gas phase, with properties calculated with ωB97M-V with the def2-TZVPD basis set.

Positions of all 13 atoms, in Å:
C: -0.02250 1.21853 1.28701
C: -1.59385 -1.25745 -0.42538
C: 0.32781 -0.46932 -0.70501
H: 0.78459 0.69787 2.01714
H: 0.53073 1.98419 0.74058
H: -0.88173 1.62493 1.82473
H: -2.45154 -1.97578 -0.67621
H: 2.29888 0.19161 -0.46405
H: 1.77772 -0.59817 -2.02021
N: -0.38044 0.30910 0.22670
N: -1.57395 -0.27401 0.49342
N: -0.39763 -1.47896 -1.11391
N: 1.58192 0.02748 -1.18481

Results
Charge: 0
Highest occupied orbital energy: -8.88 eV
Orbital gap: 9.65 eV

***

What is the stability order? It is <A>, <C>, <B>, from most stable to least stable.

***

<A>
Below is C3H6N4 in the gas phase, with properties calculated with ωB97M-V with the def2-TZVPD basis set.

Positions of all 13 atoms, in Å:
C: -0.48965 0.36779 -0.18079
N: 1.90896 -0.16750 -0.53645
C: 1.63404 0.51350 0.63930
C: -2.13872 -1.08386 0.52073
N: 0.45860 0.93512 0.81388
N: -0.93815 -0.90973 0.18546
N: -1.13706 1.02282 -1.05035
H: -0.73227 1.92416 -1.28401
H: 1.38106 -0.96243 -0.87306
H: 2.87290 -0.26730 -0.81914
H: 2.47961 0.97040 1.14435
H: -2.85470 -0.26284 0.62831
H: -2.44462 -2.08012 0.81178

Results
Charge: 0
Highest occupied orbital energy: -9.52 eV
Orbital gap: 10.45 eV

***

<B>
Below is C3H6N4 in the gas phase, with properties calculated with ωB97M-V with the def2-TZVPD basis set.

Positions of all 13 atoms, in Å:
N: 1.01399 0.18799 -0.10657
N: 2.30035 0.10980 0.39882
N: -1.86790 -1.76756 -0.21987
C: -0.85372 -0.89303 -0.48002
N: 0.29895 -0.93912 0.12335
C: 0.26499 1.41911 0.17958
C: -0.28859 2.46753 0.38951
H: 2.63097 -0.83570 0.21422
H: 2.90401 0.73486 -0.12905
H: -1.78443 -2.18501 0.70144
H: -2.79783 -1.41258 -0.40838
H: -1.05442 -0.25685 -1.35984
H: -0.76637 3.37056 0.69680

Results
Charge: 0
Highest occupied orbital energy: -7.23 eV
Orbital gap: 8.26 eV

***

What is the stability order? It is <A>, <B>, from most stable to least stable.

***

<A>
Below is 2 unconnected molecules or ions with the total composition C7H10N2S2, with properties calculated with ωB97M-V with the def2-TZVPD basis set.

Positions of all 21 atoms, in Å:
C: 3.17703 -1.24710 0.92568
C: 2.45118 -1.08883 -0.20906
C: 3.20736 0.97472 -0.03921
C: -1.01556 0.96614 0.36832
C: -2.77134 0.35894 -1.18678
C: -2.23452 -1.01723 0.93962
C: -2.33288 0.38677 0.34404
N: 0.01727 1.43012 0.43993
N: 2.50797 0.12784 -0.66912
S: 4.02622 0.15901 1.33375
S: 3.43771 2.63171 -0.56069
H: 3.10270 -2.20132 1.40309
H: 1.69929 -1.79439 -0.65675
H: -3.68731 -0.09777 -1.37594
H: -2.05786 -0.19568 -1.82380
H: -2.79019 1.40612 -1.53188
H: -3.10335 -1.59774 0.62555
H: -2.28305 -0.80277 1.93376
H: -1.40114 -1.65274 0.62908
H: -3.12956 0.92361 0.94833
H: 3.18003 2.33059 -1.83791

Results
Charge: 0
Highest occupied orbital energy: -8.28 eV
Orbital gap: 9.07 eV

***

<B>
Below is C7H10N2S2 in the gas phase, with properties calculated with ωB97M-V with the def2-TZVPD basis set.

Positions of all 21 atoms, in Å:
C: 1.20935 0.57543 -1.59618
C: 1.11034 -0.83325 -1.76660
C: 0.57162 1.27932 -0.61970
C: 0.33043 -1.56250 -0.96758
C: -0.43015 0.74879 0.26533
C: 0.82458 2.78507 -0.40354
C: 0.11009 -3.00448 -1.23064
N: -1.13237 1.47308 1.07636
N: -1.94759 0.25448 3.71247
S: -0.63937 -0.98088 0.34284
S: -2.56085 0.33658 2.16418
H: 1.95693 1.22347 -2.20753
H: 1.71414 -1.43960 -2.54851
H: -0.19206 3.20851 -0.32466
H: 1.52738 3.25671 -1.21989
H: 1.28334 2.88739 0.59426
H: 0.78406 -3.76934 -0.68126
H: 0.06623 -3.21474 -2.27937
H: -0.79698 -3.41239 -0.79586
H: -2.13750 0.86038 4.49738
H: -1.65162 -0.67204 3.98848

Results
Charge: 0
Highest occupied orbital energy: -7.85 eV
Orbital gap: 8.05 eV

***

What is the stability order? It is <A>, <B>, from most stable to least stable.

***

<A>
Below is 2 unconnected molecules or ions with the total composition CH3IOS2, with properties calculated with ωB97M-V with the def2-TZVPD basis set.

Positions of all 8 atoms, in Å:
C: -0.15518 -0.17167 0.30917
O: -0.68288 2.69009 -0.23237
S: -0.13094 0.11588 2.07445
S: -1.33813 3.48417 0.77642
I: -3.68544 2.66405 0.74653
H: -0.84121 -0.89254 0.06963
H: 0.81519 -0.14658 -0.05412
H: -0.39745 0.77215 -0.27475

Results
Charge: 0
Highest occupied orbital energy (alpha / beta): -9.20 / -8.77 eV
Orbital gap (alpha / beta): 7.37 / 7.06 eV

***

<B>
Below is CH3IOS2 in the gas phase, with properties calculated with ωB97M-V with the def2-TZVPD basis set.

Positions of all 8 atoms, in Å:
C: -1.08968 -0.37118 0.13377
O: 2.08846 0.17495 -1.29674
S: 0.17425 0.63279 1.07605
S: 0.30762 2.21572 0.08884
I: 2.15561 -0.91384 0.16709
H: -1.02395 -1.36737 0.51889
H: -0.45936 -0.52920 -0.77178
H: -2.15294 0.15813 0.08388

Results
Charge: 0
Highest occupied orbital energy: -8.81 eV
Orbital gap: 6.97 eV

***

<C>
Below is a molecular structure, CH3IOS2, with properties calculated with ωB97M-V with the def2-TZVPD basis set.

Positions of all 8 atoms, in Å:
C: 1.17689 0.01933 -0.28828
O: -0.32902 0.08471 2.03832
S: -0.20951 -0.73962 -1.17503
S: -1.58893 -0.76454 0.36728
I: -3.16103 0.99848 -0.32483
H: 0.65309 0.30291 0.56515
H: 1.55788 0.74847 -1.03893
H: 1.90064 -0.64974 -0.14369

Results
Charge: 0
Highest occupied orbital energy (alpha / beta): -9.59 / -9.59 eV
Orbital gap (alpha / beta): 7.62 / 7.64 eV

***

<D>
Below is a molecular structure, CH3IOS2, with properties calculated with ωB97M-V with the def2-TZVPD basis set.

Positions of all 8 atoms, in Å:
C: 0.22408 0.38557 -0.87131
O: -1.22789 -2.07120 0.26820
S: 1.77577 -0.54490 1.51130
S: 0.11038 -0.39202 0.71999
I: -1.44744 1.23743 1.74133
H: 0.90590 1.11198 -0.80365
H: 0.50771 -0.44356 -1.47320
H: -0.84851 0.71670 -1.09266

Results
Charge: 0
Highest occupied orbital energy (alpha / beta): -9.81 / -9.80 eV
Orbital gap (alpha / beta): 7.52 / 7.52 eV

***

What is the stability order? It is <A>, <B>, <C>, <D>, from most stable to least stable.

***

<A>
Below is 2 unconnected molecules or ions with the total composition C2H2Cl2O2, with properties calculated with ωB97M-V with the def2-TZVPD basis set.

Positions of all 8 atoms, in Å:
C: 0.33705 -0.99382 -0.86232
C: -0.44868 1.09625 0.77580
O: -0.20092 -0.26632 -1.63712
O: -0.87645 -0.00480 0.98939
Cl: 1.44415 -0.62544 0.59375
Cl: 0.23175 -2.60940 -1.18264
H: 0.18447 1.41295 -0.08357
H: -0.67138 1.99058 1.40672

Results
Charge: 0
Highest occupied orbital energy: -10.24 eV
Orbital gap: 10.52 eV

***

<B>
Below is 2 unconnected molecules or ions with the total composition C2H2Cl2O2, with properties calculated with ωB97M-V with the def2-TZVPD basis set.

Positions of all 8 atoms, in Å:
C: 1.21633 1.08217 -0.24633
C: -2.10846 -1.38376 0.45955
O: 0.79804 0.01279 -0.03700
O: -0.95717 -1.91544 0.39849
Cl: -2.44110 0.05197 -0.37485
Cl: 2.72263 1.70935 0.44490
H: 0.81205 1.89615 -0.86040
H: -0.04231 -1.45323 0.21563

Results
Charge: 0
Highest occupied orbital energy: -8.40 eV
Orbital gap: 8.21 eV

***

What is the stability order? It is <A>, <B>, from most stable to least stable.

***

<A>
Below is 2 unconnected molecules or ions with the total composition CH8N3, with properties calculated with ωB97M-V with the def2-TZVPD basis set.

Positions of all 12 atoms, in Å:
C: 0.82756 0.04820 -0.00375
N: 1.72951 0.99549 0.18907
N: 1.44096 -1.15451 -0.19083
N: -2.35625 0.05169 -0.06279
H: -1.27839 0.05195 -0.17397
H: 1.54180 1.93330 0.19006
H: 2.74353 0.87161 0.24082
H: 2.43190 -1.10777 -0.13478
H: 0.88439 -2.04384 -0.15242
H: -2.60720 1.14189 -0.15794
H: -2.89818 -0.58019 -0.76671
H: -2.45962 -0.20782 1.02324

Results
Charge: +1
Highest occupied orbital energy: -13.33 eV
Orbital gap: 9.50 eV

***

<B>
Below is 2 unconnected molecules or ions with the total composition CH8N3, with properties calculated with ωB97M-V with the def2-TZVPD basis set.

Positions of all 12 atoms, in Å:
N: 0.21884 -2.37794 0.53275
H: 1.20395 -2.17482 0.66861
H: 1.35708 1.14276 0.78037
H: -0.13277 -2.71167 1.42043
H: 0.10483 -3.16077 -0.10072
N: -0.69194 0.09350 -0.74983
C: -0.19124 1.25919 -0.53661
N: 0.53079 1.65020 0.52103
H: -0.39511 -0.76866 -0.23174
H: -1.30453 -0.13040 -1.55735
H: -0.45000 2.11836 -1.14202
H: 0.24670 2.45027 1.05125

Results
Charge: +1
Highest occupied orbital energy: -15.07 eV
Orbital gap: 10.93 eV

***

What is the stability order? It is <B>, <A>, from most stable to least stable.